Record 1
{"formula": "C5H8N2", "method": "ωB97M-V/def2-TZVPD", "multiplicity": 1, "e_above_lowest_kcal_mol": 62.79, "molar_mass_g_mol": 96.133, "smiles": "C/N=C/C1=N[C@@H]1C", "gap_ha": 0.3655, "fmax_ev_per_a": 0.5, "total_energy_ev": -8292.2736, "species": ["C", "C", "C", "C", "N", "N", "C", "H", "H", "H", "H", "H", "H", "H", "H"], "coordinates": [[2.10265, -1.54498, -0.57210], [0.62293, -1.43782, -0.85627], [-1.19516, 0.15787, 0.50218], [-0.40991, -0.99727, 0.05556], [-0.36326, -2.25210, 0.01083], [-0.58041, 1.26374, 0.53749], [-1.31629, 2.48334, 0.74593], [2.28886, -1.67497, 0.49655], [2.50662, -2.41622, -1.10229], [2.66583, -0.66774, -0.91501], [0.38930, -1.42464, -1.92559], [-2.27851, 0.03963, 0.66877], [-2.40968, 2.36075, 0.75450], [-1.03416, 3.15011, -0.07522], [-0.98881, 2.96030, 1.67467]]}

Record 2
{"formula": "C4H10OS", "method": "ωB97M-V/def2-TZVPD", "multiplicity": 1, "e_above_lowest_kcal_mol": 24.99, "molar_mass_g_mol": 106.190, "smiles": "C[C@@H](O)[C@@H](C)S", "gap_ha": 0.3684, "fmax_ev_per_a": 4.4, "total_energy_ev": -17191.7418, "species": ["C", "C", "C", "C", "O", "S", "H", "H", "H", "H", "H", "H", "H", "H", "H", "H"], "coordinates": [[0.31239, -0.57684, -1.97758], [0.03317, -0.42413, 1.93440], [0.54417, 0.20566, -0.50741], [-0.46053, -0.35531, 0.49971], [0.53533, 1.61707, -0.63853], [-2.04331, 0.45720, 0.39265], [-0.51757, -1.36293, -1.81845], [1.29494, -1.02196, -2.27113], [0.06709, 0.14583, -2.79191], [0.20459, 0.65884, 2.45122], [-0.60199, -0.91236, 2.68129], [1.14127, -0.84776, 2.00235], [1.48544, -0.13578, -0.06050], [-0.64982, -1.35380, 0.17795], [-0.28680, 1.90928, -1.10247], [-1.42221, 1.56892, 0.57443]]}

Record 3
{"formula": "CH2BrClO", "method": "ωB97M-V/def2-TZVPD", "multiplicity": 1, "e_above_lowest_kcal_mol": 62.76, "molar_mass_g_mol": 145.383, "gap_ha": 0.2953, "fmax_ev_per_a": 2.4, "total_energy_ev": -85678.5720, "species": ["C", "O", "Cl", "Br", "H", "H"], "coordinates": [[-1.47328, -0.40337, -0.98891], [1.30764, 0.23760, 0.62452], [-1.19442, -1.92880, -0.52755], [-1.84873, 0.85536, 0.35102], [1.34527, 0.23943, -0.35494], [1.86353, 0.99978, 0.89587]]}

Record 4
{"formula": "C34H51BrMgN2P2", "method": "ωB97M-V/def2-TZVPD", "multiplicity": 1, "e_above_lowest_kcal_mol": 12.28, "molar_mass_g_mol": 653.953, "charge": 2, "gap_ha": [0.1507, 0.1790], "fmax_ev_per_a": 2.8, "total_energy_ev": -133110.5508, "species": ["C", "C", "C", "C", "N", "C", "C", "C", "C", "C", "C", "C", "C", "C", "Mg", "P", "H", "H", "H", "H", "H", "H", "H", "H", "C", "C", "H", "H", "H", "H", "H", "C", "C", "H", "H", "H", "H", "H", "C", "C", "H", "H", "H", "H", "H", "Br", "P", "C", "C", "H", "H", "H", "H", "H", "C", "C", "H", "H", "H", "H", "H", "C", "C", "H", "H", "H", "H", "H", "C", "N", "C", "C", "C", "C", "C", "C", "C", "C", "H", "H", "H", "H", "H", "H", "H", "H", "H", "H", "H", "H", "H"], "coordinates": [[5.20307, -3.66053, -1.21098], [5.38780, -2.31635, -0.81929], [6.60498, -1.70612, -1.15529], [7.53724, -2.42710, -1.92698], [7.33043, -3.68553, -2.31405], [6.19619, -4.29694, -1.97010], [4.31211, -1.58318, -0.17292], [3.04303, -1.48308, -0.11018], [1.71214, -1.10883, -0.45277], [0.89867, -1.78774, -1.39700], [-0.26514, -1.19051, -1.86202], [-0.60142, 0.11423, -1.46218], [0.23520, 0.80679, -0.56687], [1.25493, 0.12326, 0.08594], [3.64685, -0.02303, 1.17094], [-1.73962, 1.16804, -2.39594], [6.82729, -0.67994, -0.85836], [4.29179, -4.19961, -0.95191], [8.48057, -1.96435, -2.23496], [6.06290, -5.33112, -2.31020], [1.59739, 0.48746, 1.08506], [1.21317, -2.77590, -1.74994], [0.05509, 1.86512, -0.36072], [-0.93701, -1.71342, -2.55015], [-2.97983, 1.71641, -1.21127], [-3.62249, 3.06658, -1.54056], [-2.51399, 1.73596, -0.21328], [-3.73558, 0.91448, -1.17781], [-4.60743, 3.12057, -1.05919], [-3.01503, 3.89587, -1.15409], [-3.76318, 3.21561, -2.62044], [-0.75202, 2.52903, -3.04790], [0.42933, 2.13192, -3.94272], [-0.39979, 3.11036, -2.18274], [-1.46033, 3.16597, -3.59753], [1.03697, 3.02509, -4.13728], [1.08794, 1.38511, -3.47959], [0.08706, 1.73909, -4.90996], [-2.45285, 0.27660, -3.76578], [-3.39517, 1.12398, -4.62341], [-2.96838, -0.59968, -3.34527], [-1.60523, -0.09850, -4.35853], [-3.76645, 0.50775, -5.44868], [-4.26524, 1.47831, -4.05783], [-2.88843, 1.99229, -5.06574], [-1.53626, -0.53533, 1.40287], [2.43079, 3.16707, 2.40031], [1.22063, 3.55929, 1.06389], [0.76361, 5.02078, 1.09409], [0.35516, 2.89726, 1.20846], [1.70013, 3.31840, 0.10318], [0.27833, 5.28033, 0.14391], [0.03694, 5.19825, 1.89832], [1.61227, 5.70084, 1.23808], [1.38619, 2.11022, 3.49739], [1.17059, 2.86730, 4.81670], [1.90683, 1.15386, 3.66285], [0.42317, 1.90473, 3.00429], [0.38824, 2.38974, 5.41494], [2.09171, 2.87616, 5.41099], [0.87374, 3.90945, 4.64031], [3.74501, 2.15211, 1.65791], [5.09309, 2.86012, 1.43507], [3.33164, 1.82689, 0.65745], [3.89469, 1.34910, 2.44833], [5.85669, 2.11073, 1.20243], [5.05300, 3.56408, 0.59611], [5.42978, 3.42049, 2.31448], [-5.05400, -1.83761, 2.11109], [-4.86786, -2.77324, 0.96962], [-5.82021, -2.45526, -0.13032], [-3.43377, -2.85873, 0.46042], [-2.50770, -3.25741, 1.57578], [-2.63931, -4.52308, 2.16745], [-1.83999, -4.88208, 3.25139], [-0.90175, -3.98171, 3.76335], [-0.77051, -2.70614, 3.18198], [-1.57073, -2.35699, 2.09592], [-4.76074, -0.83070, 1.79644], [-4.45046, -2.16900, 2.95850], [-6.11659, -1.85576, 2.37701], [-5.08656, -3.72179, 1.31367], [-5.62555, -1.43417, -0.47713], [-5.66887, -3.16849, -0.94548], [-6.83867, -2.53359, 0.26184], [-3.44765, -3.59607, -0.35203], [-3.19770, -1.88136, 0.03420], [-3.38242, -5.22939, 1.78101], [-1.96461, -5.86691, 3.71673], [-0.28923, -4.25745, 4.61576], [-0.06863, -1.98932, 3.59093]]}